Density functional theory data (wB97M-V/def2-TZVPD) for a 2-piece molecular cluster, C2H7NO2 overall in a non-equilibrium geometry.

Each line ends with the natural charge from an NBO analysis.
CARTESIAN COORDINATES (ANGSTROEM)
C1 -1.4725 1.3773 0.2687  -0.4025
N1 -1.2368 0.0062 -0.3163  -0.6491
C2 0.0828 -0.2521 -0.6861  0.5377
O1 0.4191 -1.4074 -0.7025  -0.6073
H1 -1.3129 2.1161 -0.4072  0.1890
H2 -0.6940 1.5786 1.0649  0.1894
H3 -2.4379 1.3006 0.5874  0.2069
H4 -1.9366 -0.7662 -0.3216  0.4108
H5 0.6687 0.6119 -0.7613  0.1238
O2 2.5790 -1.2001 0.5183  -0.9826
H6 3.4289 -1.5043 0.0176  0.4868
H7 1.9122 -1.8607 0.7381  0.4971

Values from the calculation:
2S+1: 1
SMILES string: CNC=O.O
Orbital gap (eV): 10.39
Highest occupied orbital energy (Ha): -0.345
Energy above the lowest of the compared OMol25 structures with the same formula, charge and spin (kcal per mole): 49.6

Density functional theory data (wB97M-V/def2-TZVPD) for an isolated ion of composition C2H7NO2PS and charge +1 in a non-equilibrium geometry.

Each line ends with the natural charge from an NBO analysis.
CARTESIAN COORDINATES (ANGSTROEM)
N1 0.1275 1.9151 -0.5690  -0.7073
C1 -0.5838 0.9663 0.2918  -0.3756
C2 -0.3597 -0.4500 -0.8475  0.3199
O1 -0.2606 -0.1976 -1.9551  -0.4868
P1 -0.3527 -2.0817 -0.0208  1.0113
O2 -0.8156 -1.7638 1.4875  -1.0083
S1 1.7539 -1.7528 0.2463  -0.3626
H1 1.1353 1.9780 -0.4294  0.4550
H2 -0.2773 2.9848 -0.5841  0.4529
H3 -0.1038 1.6943 -1.5502  0.4484
H4 -0.1542 0.8867 1.2834  0.2566
H5 -1.7123 1.1100 0.3127  0.2562
H6 -0.9058 -2.4470 2.1421  0.5406
H7 2.5091 -2.8422 0.1924  0.1997

Values from the calculation:
2S+1: 1
SMILES string: [NH3+]CC(=O)P(O)S
Orbital gap (eV): 9.12
Highest occupied orbital energy (Ha): -0.481
Charge: +1
Energy above the lowest of the compared OMol25 structures with the same formula, charge and spin (kcal per mole): 18.7

Density functional theory data (wB97M-V/def2-TZVPD) for C2H7NO2S as an isolated structure in a non-equilibrium geometry.

Each line ends with the natural charge from an NBO analysis.
CARTESIAN COORDINATES (ANGSTROEM)
C1 1.6163 0.8471 -0.1221  -0.4121
C2 -0.1020 -0.7710 0.7869  -0.3137
N1 0.8202 -0.2980 -0.2131  -0.6316
O1 -2.5941 -0.9489 -0.6845  -0.8655
O2 -1.7094 1.3466 -0.3142  -0.9555
S1 -2.1487 0.1508 0.4458  1.2964
H1 1.2731 1.6088 -0.8861  0.2157
H2 1.4039 1.4612 0.9156  0.1983
H3 2.6804 0.5135 -0.2337  0.1983
H4 -0.3574 -1.9142 0.7151  0.2091
H5 0.2902 -0.3536 1.7783  0.2170
H6 0.5506 -0.4321 -1.1715  0.3734
H7 -1.7231 -1.2102 -1.0166  0.4700

Values from the calculation:
2S+1: 1
Orbital gap (eV): 8.73
Highest occupied orbital energy (Ha): -0.297
Energy above the lowest of the compared OMol25 structures with the same formula, charge and spin (kcal per mole): 73.8

Density functional theory data (wB97M-V/def2-TZVPD) for a 2-piece molecular cluster, C2H7NO2S overall in a non-equilibrium geometry.

Each line ends with the natural charge from an NBO analysis.
CARTESIAN COORDINATES (ANGSTROEM)
N1 -0.7255 -1.7746 0.2676  -0.8766
C1 0.6476 -1.8089 0.0020  0.8791
O1 1.4616 -2.3158 0.7660  -0.6026
O2 1.0135 -1.2201 -1.1738  -0.6816
H1 -0.9908 -2.3744 1.0180  0.4027
H2 -1.3516 -1.8498 -0.5262  0.3888
H3 0.3720 -0.5312 -1.3833  0.4894
C2 -0.4723 3.1046 0.7517  -0.7183
S1 -0.7318 1.6718 -0.3581  -0.0986
H4 -0.4736 3.9942 0.1160  0.2268
H5 -1.3034 3.1714 1.4779  0.2232
H6 0.5202 3.0192 1.2607  0.2245
H7 -0.8380 0.7562 0.6336  0.1431

Values from the calculation:
2S+1: 1
SMILES string: NC(=O)O.CS
Orbital gap (eV): 9.98
Highest occupied orbital energy (Ha): -0.347
Energy above the lowest of the compared OMol25 structures with the same formula, charge and spin (kcal per mole): 2.3

Density functional theory data (wB97M-V/def2-TZVPD) for a 2-piece molecular cluster, C2H7NO2S2 overall in a non-equilibrium geometry.

Each line ends with the natural charge from an NBO analysis.
CARTESIAN COORDINATES (ANGSTROEM)
N1 1.3567 -1.4195 -0.9430  -0.8287
C1 0.6844 -1.0590 0.1777  0.6565
O1 -0.1779 -1.7812 0.5713  -0.6131
C2 1.1909 0.1501 0.8953  -0.6127
S1 1.7513 1.4392 -0.2699  -0.0244
H1 1.6717 -0.5416 -1.3113  0.3838
H2 0.7914 -2.0555 -1.5891  0.4045
H3 2.1506 -0.0284 1.4499  0.2550
H4 0.5104 0.5359 1.5959  0.2449
H5 0.5394 1.6849 -0.6971  0.1303
O2 -2.4201 1.6846 -0.1309  -0.8351
S2 -2.4951 0.0361 -0.5508  0.2544
H6 -3.2959 1.8672 0.1779  0.4785
H7 -2.2579 -0.5128 0.6242  0.1061

Values from the calculation:
2S+1: 1
SMILES string: NC(=O)CS.OS
Orbital gap (eV): 9.70
Highest occupied orbital energy (Ha): -0.345
Energy above the lowest of the compared OMol25 structures with the same formula, charge and spin (kcal per mole): 34.6

Density functional theory data (wB97M-V/def2-TZVPD) for a 2-piece molecular cluster, C2H7NO3 overall in a non-equilibrium geometry.

Each line ends with the natural charge from an NBO analysis.
CARTESIAN COORDINATES (ANGSTROEM)
O1 -0.2523 2.1642 0.2623  -0.6122
C1 0.2733 1.4260 -0.5513  0.5095
N1 0.6119 0.1482 -0.2828  -0.6417
C2 0.6120 -0.3754 1.0691  0.0865
O2 1.0128 -1.7055 1.0374  -0.7042
H1 0.5205 1.7817 -1.5649  0.1205
H2 1.0970 -0.4280 -0.9542  0.4119
H3 1.0876 0.3044 1.7830  0.1777
H4 -0.4092 -0.3460 1.4718  0.1713
H5 1.9397 -1.8210 1.2669  0.4808
O3 -2.3663 -0.7448 -1.2590  -0.9273
H6 -2.3540 0.0866 -1.7492  0.4619
H7 -1.7731 -0.4904 -0.5291  0.4654

Values from the calculation:
2S+1: 1
SMILES string: O=CNCO.O
Orbital gap (eV): 10.71
Highest occupied orbital energy (Ha): -0.375
Energy above the lowest of the compared OMol25 structures with the same formula, charge and spin (kcal per mole): 27.0